Density functional theory data (ωB97M-V with the def2-TZVPD basis set) for a structure of composition C20H24AsN3OTc.

XYZ file:
```
50
Properties=species:S:1:pos:R:3:lowdin_spin:R:1
Tc -0.1535 -0.3243 -0.5772 -0.037
C 2.2611 -1.1783 -2.7408 0.010
C 2.5416 -1.5710 -1.3315 0.050
C 3.7639 -2.2116 -1.0194 0.057
C 4.0435 -2.5973 0.2665 -0.003
C 3.0821 -2.3744 1.2661 0.080
C 1.8980 -1.7567 0.9302 0.007
N 1.6426 -1.3278 -0.3610 -0.004
C 0.7640 -1.6391 1.8307 0.078
C 0.6879 -2.1321 3.1576 0.164
C -0.5280 -2.1049 3.8259 -0.007
C -1.6638 -1.6587 3.1619 0.158
C -1.5430 -1.1797 1.8395 0.074
N -0.3167 -1.0960 1.2586 -0.023
C -2.6210 -0.8736 0.9436 0.043
C -3.9678 -0.9694 1.3015 0.131
C -4.9507 -0.8056 0.3219 -0.016
C -4.5533 -0.5668 -0.9732 0.123
C -3.1699 -0.4576 -1.3059 0.076
C -2.7510 -0.2013 -2.7124 0.010
N -2.2369 -0.5896 -0.3535 0.001
H 3.0941 -0.6007 -3.1455 0.003
H 1.3414 -0.6063 -2.8525 0.000
H 2.1823 -2.0775 -3.3591 0.003
H 4.4698 -2.3902 -1.8220 0.002
H 4.9784 -3.0864 0.5107 -0.001
H 3.2737 -2.7081 2.2783 0.002
H 1.5661 -2.5383 3.6446 0.005
H -0.6010 -2.4707 4.8431 -0.003
H -2.6282 -1.7018 3.6527 0.004
H -4.2548 -1.1834 2.3236 0.004
H -5.9999 -0.8839 0.5786 -0.002
H -5.2804 -0.4562 -1.7688 0.004
H -3.6103 -0.0367 -3.3571 0.000
H -2.2016 -1.0628 -3.1047 0.004
H -2.1037 0.6767 -2.7756 0.003
C -0.4359 3.8773 0.8197 -0.003
As 0.8488 3.1199 -0.3708 0.006
C 0.8713 3.9605 -2.0812 0.000
C 2.5835 2.9577 0.4067 0.005
O 0.2855 1.4311 -0.7517 -0.009
H -0.0952 4.8897 1.0511 0.000
H -0.4887 3.3035 1.7416 0.000
H -1.4061 3.9335 0.3312 0.000
H 1.2955 4.9579 -1.9454 0.000
H -0.1427 4.0498 -2.4642 0.000
H 1.4984 3.3950 -2.7667 0.000
H 2.9408 3.9746 0.5881 0.001
H 3.2600 2.4651 -0.2879 0.000
H 2.5296 2.4266 1.3541 0.000
```

Output
HOMO-LUMO gap (alpha / beta), eV: 7.02 / 4.39
2S+1: 2
⟨S²⟩: 1.242
LUMO level (alpha / beta), eV: -14.02 / -16.72
Total charge: +4